Entry 1:
C2H3FS | the ωB97M-V functional and the def2-TZVPD basis

Values from the calculation:
- SMILES = C#CF.S
- strongest force on any atom (eV Å⁻¹) = 1.902

Structure (ORCA input):
```
! wB97M-V def2-TZVPD RIJCOSX def2/J DEFGRID3
* xyz 0 1
S -2.289 -0.442 0.038
F 2.232 -0.955 -0.312
C 1.874 0.210 0.053
C 1.572 1.295 0.408
H -1.856 -1.689 0.198
H 1.651 2.357 0.430
H -3.183 -0.775 -0.816
*
```

---

Entry 2:
C22H35N6O2 | the ωB97M-V functional and the def2-TZVPD basis

Values from the calculation:
- strongest force on any atom (eV Å⁻¹) = 16.270

Structure (ORCA input):
```
! wB97M-V def2-TZVPD RIJCOSX def2/J DEFGRID3
* xyz 1 1
O 0.850 4.041 -0.291
O -0.584 1.761 -1.151
N 0.033 -1.063 -2.105
N -4.636 -0.477 -0.364
N 2.150 -1.396 -2.249
N 1.685 -1.259 -0.791
N -1.894 -0.431 -0.001
N 0.996 -1.317 -2.818
C 0.057 1.988 0.244
C -4.717 -2.015 1.627
C 0.343 -0.958 -0.782
C 6.426 -2.454 0.183
C -2.525 -1.505 -0.755
C 5.127 -1.984 0.792
C 1.411 1.996 2.520
C 0.884 3.024 0.630
C -5.390 -1.162 0.489
C 1.375 5.481 -0.034
C 0.234 0.781 0.642
C -2.705 0.237 0.922
C -0.404 -0.526 0.148
C 2.581 -1.494 0.101
C -3.796 -1.187 -1.267
C 3.991 -1.815 -0.259
C 1.314 3.215 1.808
C -0.079 2.357 -2.311
C 4.722 -2.987 1.767
C -3.993 0.498 0.106
C 0.811 0.818 2.332
C -4.576 -3.303 1.685
H 2.452 5.303 0.141
H 2.096 4.040 1.981
H 1.183 6.137 -0.789
H -6.232 -0.649 0.857
H 1.976 1.891 3.567
H 2.590 -0.446 0.891
H 6.340 -3.260 -0.225
H 3.904 -2.731 -1.044
H -0.234 3.462 -2.357
H -4.549 -1.414 2.436
H -1.735 0.381 -1.083
H 7.213 -2.337 1.029
H -2.185 1.166 1.169
H -0.335 -1.189 1.261
H -4.893 -4.025 0.797
H 2.243 -2.038 0.902
H -3.714 1.421 -0.227
H 0.920 -0.154 2.801
H -6.020 -1.965 -0.045
H 4.266 -1.166 -0.897
H -4.625 1.209 1.051
H 5.040 -1.107 1.324
H 0.953 2.550 -2.472
H -1.834 -2.171 -1.545
H 0.786 5.842 1.047
H -3.762 -0.395 -2.226
H -2.582 -2.129 0.217
H 3.777 -3.001 2.344
H 4.562 -4.082 1.192
H -4.396 -1.842 -1.593
H -2.837 -0.380 1.747
H -0.360 1.838 -3.139
H 6.714 -1.327 -0.557
H -4.302 -3.848 2.524
H 5.548 -3.150 2.560
*
```

---

Taking the records one at a time from the top gives E values of -575.93444; -1337.26141 Eh.
Taking the records one at a time from the top gives relative energy (zero: lowest compared OMol25 entry of this formula, charge and spin) values of 245.60; 2024.39 kJ/mol.
Taking the records one at a time from the top gives orbital gap values of 10.506; 8.786 eV.